Density functional theory data (ωB97M-V with the def2-TZVPD basis set) for an isolated molecule of C28H29N3O6.

Structure (XYZ):
```
66
Properties=species:S:1:pos:R:3:forces:R:3
O 2.00145 -4.35743 -0.29870 -0.017 0.253 -0.163
O 5.82250 0.29501 -0.34870 -0.178 -0.098 0.203
O 0.10638 2.73227 -1.62784 0.099 0.046 -0.446
O 0.75407 2.41896 2.88062 -0.061 -0.112 0.157
O -3.82510 -2.62036 -0.29530 -0.222 0.360 0.104
O -1.56876 -0.20672 3.26857 0.033 -0.225 0.315
N -1.34066 2.96986 0.14136 -0.064 -0.053 0.068
N 0.76337 2.38978 0.57663 0.243 0.126 -0.295
N -1.11505 0.03641 1.04875 0.154 0.008 -0.251
C -2.19673 1.85133 2.21024 0.169 -0.025 0.242
C 2.07134 1.89730 0.33336 0.306 -0.018 -0.137
C 1.21318 -3.32537 0.11654 -0.093 0.099 0.014
C 2.85428 2.44882 -0.66699 -0.187 -0.021 0.204
C 1.16374 -2.21697 -0.73163 0.004 -0.190 0.042
C -1.59586 0.44454 2.25159 -0.406 0.466 -0.190
C -2.97920 -3.65943 -0.72722 0.212 -0.199 -0.104
C 0.20485 2.54058 1.82043 -0.278 0.459 0.044
C -2.56870 -1.00396 -1.61906 -0.155 -0.378 0.026
C -2.37932 0.32788 -1.95202 -0.172 0.139 0.016
C -0.35295 -1.10762 0.76950 0.116 -0.301 0.177
C 2.12577 -5.48293 0.53587 0.013 -0.147 0.103
C 3.80917 0.33036 0.83498 0.190 0.036 -0.127
C -0.14335 2.71727 -0.44937 -0.074 -0.061 0.279
C -2.46510 3.57752 -0.54281 0.078 0.055 -0.425
C -1.26235 2.90316 1.58116 -0.102 -0.036 0.380
C -3.18276 1.32849 -1.42677 0.105 0.092 -0.152
C 4.60386 0.87229 -0.17831 -0.211 0.029 0.091
C -3.57021 -1.35673 -0.72207 0.011 0.097 -0.065
C 0.39368 -1.12315 -0.40916 -0.014 -0.161 0.141
C -2.92498 2.77033 -1.76504 -0.005 0.046 0.120
C -4.21120 0.96053 -0.56252 0.046 -0.142 -0.094
C 4.11402 1.93695 -0.92691 0.329 -0.142 -0.070
C 6.67310 0.79762 -1.35100 0.119 0.075 -0.139
C -0.30447 -2.20589 1.61562 -0.145 0.218 0.024
C -4.40029 -0.35770 -0.20793 0.019 -0.153 0.022
C 2.55358 0.83250 1.08876 0.040 0.107 -0.076
C 0.47328 -3.30602 1.29268 0.290 -0.288 -0.203
H -1.93944 -3.47606 -0.43793 -0.018 0.007 -0.015
H 4.70050 2.38212 -1.71456 0.079 0.013 -0.064
H -4.87962 1.71552 -0.17164 -0.078 0.088 0.079
H 2.81298 -6.15461 0.02377 -0.054 0.008 0.078
H 2.47891 3.26914 -1.25688 -0.029 0.048 -0.030
H 0.37563 -0.26880 -1.06948 0.020 0.145 -0.092
H 0.48864 -4.14179 1.97374 0.027 -0.098 0.049
H -1.58678 0.59242 -2.63711 0.108 0.054 -0.074
H -1.26262 0.63846 0.24969 -0.219 0.000 0.147
H -3.03857 -3.80083 -1.81131 0.003 0.014 0.031
H -2.41087 2.12804 3.24248 0.007 -0.083 -0.076
H 2.54199 -5.21537 1.51222 -0.030 -0.009 -0.019
H -1.47637 3.88414 2.02551 0.119 -0.118 -0.032
H -1.92307 -1.74975 -2.05359 0.056 -0.104 0.006
H 7.57556 0.19035 -1.30260 -0.045 0.072 -0.044
H -2.15392 2.82877 -2.53259 -0.108 0.052 0.003
H -2.19524 4.59043 -0.86658 -0.096 -0.027 0.098
H -3.83399 3.23993 -2.14774 0.013 0.048 -0.043
H 1.74731 -2.23584 -1.63788 0.090 0.014 -0.124
H 4.19989 -0.49443 1.40824 0.044 -0.114 0.084
H 1.16469 -5.98872 0.67661 0.031 0.027 0.015
H -0.86859 -2.19744 2.53270 -0.032 0.007 0.032
H -5.18801 -0.64595 0.46980 -0.108 -0.046 0.094
H 6.22499 0.70013 -2.34499 0.008 0.018 0.035
H 6.93306 1.84546 -1.16968 -0.024 -0.033 -0.016
H -3.34115 -4.55692 -0.22836 0.067 0.027 -0.056
H -3.27521 3.65164 0.18513 0.041 0.020 -0.015
H -3.13467 1.81319 1.65217 0.002 0.071 0.045
H 1.94934 0.40730 1.87349 -0.064 -0.059 0.069
```
Forces are in eV/Å.

Computed properties:
Structure (SMILES) ... COc1ccc(CCN2C(=O)N(c3ccc(OC)cc3)C(=O)[C@@H]2CC(=O)Nc2ccc(OC)cc2)cc1
HOMO-LUMO gap ... 8.5 eV
Relative energy (zero: lowest compared OMol25 entry of this formula, charge and spin) ... 0.0000 eV
Strongest force on any atom ... 0.65 eV/A
Multiplicity ... 1

These are the Mulliken partial charges, in e, on atoms 1 to 4: number 1, O, carries -0.4690; number 2, O, carries -0.4638; number 3, O, carries -0.6263; number 4, O, carries -0.6320

Density functional theory data (ωB97M-V with the def2-TZVPD basis set) for a cluster of 2 separate species, C6H13NO in total in a non-equilibrium geometry.

Structure (XYZ):
```
21
Properties=species:S:1:pos:R:3:forces:R:3
O 2.06224 -1.24618 5.24922 -0.334 0.437 0.052
N -0.05644 -1.00147 -1.82919 0.276 0.142 0.231
C -1.38435 -0.53285 -1.52387 -0.463 0.607 -0.237
C 0.84350 -1.29043 -0.82438 0.031 0.678 -0.749
C 2.13230 -1.56544 -1.02772 0.467 0.340 -0.105
C -1.40527 3.04213 0.02988 0.630 0.340 0.660
C -1.59528 0.97418 -1.31410 0.383 -1.483 0.357
C -1.19981 1.56448 -0.19482 -0.563 1.196 -0.962
H 2.62973 -1.25226 -1.94119 -0.237 -0.623 -0.294
H 0.35144 -0.79452 -2.72697 -0.216 -0.023 -0.092
H -2.30722 3.37787 0.54854 -0.172 -0.601 0.050
H -1.71970 -1.04599 -0.62369 0.086 -0.125 0.058
H 2.66351 -1.84956 4.82727 0.417 -0.499 -0.163
H -2.06942 -0.84457 -2.31676 0.132 -0.139 -0.013
H -2.13946 1.45840 -2.11306 -0.008 0.464 0.132
H -0.58390 1.04488 0.52504 -0.225 -0.271 0.206
H 1.89580 -0.58792 4.56660 -0.080 0.062 0.106
H 2.77359 -2.00135 -0.28568 0.024 0.311 0.483
H -1.37455 3.63067 -0.88344 0.113 -0.154 -0.207
H 0.43346 -1.10020 0.14746 -0.282 -0.961 0.628
H -0.58851 3.37371 0.67617 0.021 0.301 -0.142
```
Forces are in eV/Å.

Computed properties:
Structure (SMILES) ... C=CNC/C=C/C.O
HOMO-LUMO gap ... 8.4 eV
Relative energy (zero: lowest compared OMol25 entry of this formula, charge and spin) ... 2.7052 eV
Strongest force on any atom ... 1.64 eV/A
Multiplicity ... 1

These are the Mulliken partial charges, in e, on atoms 1 to 4: number 1, O, carries -0.6328; number 2, N, carries -0.1625; number 3, C, carries -0.9957; number 4, C, carries 0.0677

Density functional theory data (ωB97M-V with the def2-TZVPD basis set) for the ion C8H15N2 with charge +1 in a non-equilibrium geometry.

Structure (XYZ):
```
25
Properties=species:S:1:pos:R:3:forces:R:3
N 0.06141 1.91224 -0.12979 1.345 -1.137 1.968
N 0.67233 -0.24982 -0.26046 0.767 1.870 1.431
C -1.09558 1.13814 0.17366 -4.809 3.603 -0.833
C -0.80921 -0.28318 0.01360 0.717 -1.797 -0.117
C 2.52469 1.44853 -0.26873 1.597 -0.919 1.794
C 1.51410 -1.37966 0.13880 3.811 2.844 0.246
C 1.12987 1.02144 -0.14099 -2.196 -0.670 -1.586
C -2.34048 1.76505 0.33660 4.081 1.423 -0.216
C -1.53453 -0.95430 -1.18701 -1.161 -1.283 0.977
C -1.07544 -0.99428 1.35290 0.595 1.757 -0.067
H -2.59098 -0.60524 -1.08886 0.718 -0.422 -0.447
H 3.05276 1.13587 -1.18291 -0.552 0.196 0.193
H 2.50699 -1.35449 -0.42220 -1.536 -0.198 0.234
H -0.31698 -0.78061 2.09492 0.545 0.196 -0.017
H 1.87672 -1.26453 1.18601 -0.672 -0.073 -0.447
H -1.94565 -0.57268 1.82842 -0.784 -0.434 -0.252
H -1.11450 -0.66141 -2.13398 0.053 0.426 -0.288
H 0.11970 2.79350 0.41916 0.383 -0.667 -1.052
H 3.15044 1.05698 0.59132 -0.763 -0.274 -0.857
H 1.05793 -2.28295 0.03920 -1.433 -2.359 -0.582
H -2.40247 2.91297 0.36882 0.497 -1.847 -0.190
H -1.05723 -2.01475 1.17604 -0.560 -2.074 0.077
H -3.30075 1.36746 0.48342 -0.728 -1.261 0.204
H -1.55889 -2.11700 -1.19319 0.264 1.990 0.427
H 2.63102 2.48177 -0.04050 -0.178 1.109 -0.601
```
Forces are in eV/Å.

Computed properties:
Structure (SMILES) ... C=C1[NH+]=C(C)N(C)C1(C)C
HOMO-LUMO gap ... 8.9 eV
Relative energy (zero: lowest compared OMol25 entry of this formula, charge and spin) ... 0.8644 eV
Total charge ... +1
Strongest force on any atom ... 6.07 eV/A
Multiplicity ... 1

These are the Mulliken partial charges, in e, on atoms 1 to 4: number 1, N, carries -0.2077; number 2, N, carries 0.2475; number 3, C, carries 0.2856; number 4, C, carries 1.1076

Density functional theory data (ωB97M-V with the def2-TZVPD basis set) for a structure of composition C26H54O2P4W in a non-equilibrium geometry.

Structure (XYZ):
```
87
Properties=species:S:1:pos:R:3:forces:R:3
W 0.64955 -0.59517 -0.89268 0.875 0.854 2.823
P -1.40253 -2.28489 -0.48528 -3.156 -2.437 1.193
P 0.19694 1.81909 -1.98528 -1.571 3.801 -1.129
P -0.71316 0.82575 1.33521 -2.633 1.574 3.779
P 3.17508 -1.47656 -0.63099 4.182 -0.807 0.629
O 2.49804 1.67194 0.67627 -1.065 -1.945 -1.457
O 0.97189 -2.10501 2.04510 -0.010 0.861 -2.392
C -3.75526 0.82511 1.92869 -0.631 -0.442 0.353
C 1.86650 0.90443 0.11819 1.151 1.219 0.497
C 1.05670 3.04566 2.54434 0.537 0.251 -0.267
C -1.55946 2.19558 -2.60736 0.235 -1.251 0.050
C -1.85073 -0.03479 4.15229 -0.968 -0.007 0.319
C -3.01753 -2.42655 -1.47608 0.924 0.536 -0.716
C -0.66158 0.05334 3.14976 0.750 -1.334 0.941
C -0.03634 -2.80771 -3.76504 -2.835 -1.938 1.875
C -0.59089 -1.61652 -4.09924 -2.047 -0.606 -0.942
C 1.27152 -2.94564 -3.53055 1.230 -1.955 -0.225
C -2.60410 1.06911 0.85970 -1.190 1.065 -0.058
C 1.24771 2.72984 -3.27979 0.265 -1.373 -0.061
C 3.98439 -1.41376 1.09638 -1.466 0.347 0.188
C 3.83927 -3.23190 -0.92808 -1.286 0.081 -0.733
C 4.56041 -0.42627 -1.39978 -1.248 0.292 -0.544
C 0.87457 -1.60178 1.02681 0.111 -1.182 1.304
C -2.97728 2.56719 0.54487 -0.219 0.727 0.093
C 1.59005 -0.75997 -4.35240 0.860 1.498 -1.573
C 0.25216 -0.68760 -4.55827 -0.792 3.777 -0.258
C -0.39689 2.53948 2.36846 0.916 3.003 0.043
C 0.19011 3.34758 -0.84220 0.495 -1.091 0.623
C 0.69370 0.20465 3.89659 0.537 0.661 0.171
C -2.36633 -2.16366 1.15745 0.854 0.936 -0.161
C -1.16705 2.88844 3.67696 -0.541 -0.808 1.087
C -0.99346 -4.11804 -0.19259 0.959 0.696 -0.629
C 2.06736 -1.96082 -4.01401 3.529 -0.563 1.617
H -3.99612 2.61831 0.10008 0.595 -0.340 0.397
H -1.50631 -0.53697 5.08292 0.401 0.380 -0.637
H -2.26596 2.16403 -1.77791 0.207 -0.092 -0.045
H -1.90586 -4.70131 -0.06907 -0.222 0.389 -0.077
H -3.95998 -0.13916 2.39512 0.729 -0.206 -0.313
H 3.82524 -0.45309 1.58319 0.013 0.066 0.067
H 1.20250 3.60863 -0.53519 0.035 -0.037 -0.081
H 1.66227 -3.91257 -3.25713 0.190 -0.140 -0.049
H 4.58551 0.55937 -0.93505 -0.077 -0.016 0.116
H -2.61914 -0.73517 3.79589 0.209 0.413 -0.063
H -0.66613 -3.67749 -3.68147 -0.318 -0.208 0.342
H -0.40051 -4.22963 0.71507 -0.013 0.117 0.068
H 3.12204 -2.14506 -4.13225 0.420 -0.010 0.281
H -1.60666 3.19144 -3.04810 0.444 0.034 0.059
H 4.42619 -0.28018 -2.46946 -0.073 -0.072 -0.084
H -1.89915 1.48049 -3.35332 0.097 -0.084 -0.100
H -0.83467 2.36717 4.58519 -0.288 -0.004 -0.413
H -0.42349 -4.55258 -1.01100 0.008 0.026 -0.120
H 1.45035 3.42771 1.59849 0.019 -0.240 0.177
H 0.79406 -0.57622 4.68389 -0.334 0.265 -0.719
H 2.29730 2.70896 -2.98584 0.025 -0.034 0.009
H 1.15094 2.28566 -4.26884 0.024 -0.189 0.045
H -1.01273 3.95994 3.94261 0.302 -0.537 -0.819
H -0.86021 3.37685 1.85249 0.078 -0.499 -1.407
H -4.74136 1.01118 1.44744 0.836 0.241 -0.138
H -0.40736 3.18010 0.05262 0.183 0.013 -0.224
H -0.22353 4.21737 -1.35262 -0.055 -0.339 -0.421
H 5.06063 -1.57223 1.03146 -0.094 0.007 -0.542
H -2.38398 3.18152 -0.11390 0.524 -0.319 -0.369
H 0.94059 3.77155 -3.37114 -0.355 -0.101 0.442
H -3.00143 -3.03699 1.30517 0.250 -0.204 -0.459
H 1.09132 3.95904 3.17658 -0.419 -0.726 -0.102
H -0.57473 -0.97505 3.01620 -0.125 -1.783 -0.917
H 1.54660 0.06616 3.20073 -0.233 0.218 0.428
H -2.25579 2.81841 3.55946 0.320 -0.259 0.143
H -2.78523 0.46500 -0.05229 0.179 0.200 0.479
H 2.26457 -0.00586 -4.72386 0.018 0.174 -0.176
H -3.74121 -3.05433 -0.95623 0.366 -0.024 0.409
H -3.01345 3.19169 1.45876 -0.162 -0.655 -0.276
H 0.82793 1.14424 4.44718 -0.022 -0.222 -0.400
H -1.69800 -2.09731 2.01433 -0.075 -0.084 -0.036
H -3.45851 -1.43843 -1.60909 0.048 0.034 -0.026
H 3.20767 -3.95853 -0.41606 -0.042 0.008 -0.010
H -1.64762 -1.51009 -4.28350 -0.195 -0.140 -0.051
H 1.77379 2.33656 2.98045 -0.343 0.296 -0.187
H 3.58405 -2.19544 1.74134 -0.048 -0.030 -0.029
H -3.01706 -1.28960 1.16228 0.208 -0.224 -0.109
H -0.15201 0.14354 -5.11148 -0.123 0.485 0.087
H 3.87588 -3.48228 -1.98673 -0.184 0.073 -0.057
H 5.53196 -0.89447 -1.24246 -0.234 -0.374 0.220
H -3.70640 1.51794 2.78135 0.203 -0.104 -0.562
H 4.85447 -3.33561 -0.54524 -0.051 0.573 0.230
H -2.85910 -2.87503 -2.45504 0.155 0.102 -0.063
H -2.34550 0.87730 4.49652 0.246 -0.255 -0.361
```
Forces are in eV/Å.

Computed properties:
HOMO-LUMO gap (spin up / spin down) ... 5.8 / 5.7 eV
Relative energy (zero: lowest compared OMol25 entry of this formula, charge and spin) ... 1.0210 eV
Total charge ... +4
Strongest force on any atom ... 4.87 eV/A
Multiplicity ... 3

These are the Mulliken partial charges, in e, on atoms 1 to 4: number 1, W, carries 1.2558; number 2, P, carries 0.6993; number 3, P, carries 0.9851; number 4, P, carries 0.8991

Density functional theory data (ωB97M-V with the def2-TZVPD basis set) for an isolated molecule of C7H7NS in a non-equilibrium geometry.

Structure (XYZ):
```
16
Properties=species:S:1:pos:R:3:forces:R:3
S 3.73756 -0.68103 0.06348 0.699 0.471 -0.499
N 1.30752 -1.84736 0.27122 1.583 -0.368 0.863
C -1.99490 0.02077 0.07958 1.575 2.687 0.243
C -0.62834 -0.35260 0.39205 2.547 -0.348 -0.550
C 2.45976 1.59988 -0.13943 1.195 -1.171 -0.705
C 1.54994 0.55118 -0.13859 -4.265 -0.602 0.809
C 3.73407 1.06532 -0.16535 -4.087 -3.265 1.279
C 1.98633 -0.75446 0.00682 -0.154 -0.242 0.793
C -0.11185 -1.74531 0.29933 0.316 1.282 -0.001
H 4.56860 1.54225 -0.38195 3.839 2.140 -0.707
H -2.13424 1.04036 0.41806 -0.313 0.318 0.568
H 2.38884 2.63242 -0.35645 -0.823 0.811 0.055
H -2.67019 -0.59174 0.56991 -1.475 -1.393 0.843
H -0.23274 -2.11613 -0.69522 -1.171 -0.268 -1.338
H -2.20678 0.16071 -0.94142 -0.281 -0.559 -1.709
H -0.66758 -2.48077 0.92856 0.815 0.509 0.056
```
Forces are in eV/Å.

Computed properties:
HOMO-LUMO gap (spin up / spin down) ... 7.3 / 7.6 eV
Relative energy (zero: lowest compared OMol25 entry of this formula, charge and spin) ... 6.0589 eV
Strongest force on any atom ... 5.39 eV/A
Multiplicity ... 1

These are the Mulliken partial charges, in e, on atoms 1 to 4: number 1, S, carries -0.1363; number 2, N, carries -0.6143; number 3, C, carries -1.1581; number 4, C, carries 0.1600

Which formula does entry 1 have? C28H29N3O6

Copy entry 5 word for word.
Density functional theory data (ωB97M-V with the def2-TZVPD basis set) for an isolated molecule of C7H7NS in a non-equilibrium geometry.

Structure (XYZ):
```
16
Properties=species:S:1:pos:R:3:forces:R:3
S 3.73756 -0.68103 0.06348 0.699 0.471 -0.499
N 1.30752 -1.84736 0.27122 1.583 -0.368 0.863
C -1.99490 0.02077 0.07958 1.575 2.687 0.243
C -0.62834 -0.35260 0.39205 2.547 -0.348 -0.550
C 2.45976 1.59988 -0.13943 1.195 -1.171 -0.705
C 1.54994 0.55118 -0.13859 -4.265 -0.602 0.809
C 3.73407 1.06532 -0.16535 -4.087 -3.265 1.279
C 1.98633 -0.75446 0.00682 -0.154 -0.242 0.793
C -0.11185 -1.74531 0.29933 0.316 1.282 -0.001
H 4.56860 1.54225 -0.38195 3.839 2.140 -0.707
H -2.13424 1.04036 0.41806 -0.313 0.318 0.568
H 2.38884 2.63242 -0.35645 -0.823 0.811 0.055
H -2.67019 -0.59174 0.56991 -1.475 -1.393 0.843
H -0.23274 -2.11613 -0.69522 -1.171 -0.268 -1.338
H -2.20678 0.16071 -0.94142 -0.281 -0.559 -1.709
H -0.66758 -2.48077 0.92856 0.815 0.509 0.056
```
Forces are in eV/Å.

Computed properties:
HOMO-LUMO gap (spin up / spin down) ... 7.3 / 7.6 eV
Relative energy (zero: lowest compared OMol25 entry of this formula, charge and spin) ... 6.0589 eV
Strongest force on any atom ... 5.39 eV/A
Multiplicity ... 1

These are the Mulliken partial charges, in e, on atoms 1 to 4: number 1, S, carries -0.1363; number 2, N, carries -0.6143; number 3, C, carries -1.1581; number 4, C, carries 0.1600